(1)
The following is a quantum chemistry calculation of a structure of composition C4H10N2O, from OMol25.

Values from the calculation:
E_HOMO: -0.3063 Ha
2S+1: 1
orbital gap: 9.204 eV

XYZ file:
```
17
Properties=species:S:1:pos:R:3:forces:R:3
N 1.621376 1.093142 -1.001879 -0.58 -0.33 0.11
H 2.574864 0.759843 -0.885359 -0.12 -0.08 -0.05
H -0.269196 2.559920 0.911631 -0.05 -0.05 -0.04
O 1.234465 -0.835360 0.606488 0.54 0.08 -1.02
H -1.916761 1.941850 1.077680 0.07 -0.04 -0.06
C -0.568116 0.549114 0.149282 -0.50 -1.07 1.21
N -1.511632 -0.337138 -0.528749 -0.04 0.12 -0.43
C -1.043031 1.965224 0.420477 0.04 0.01 0.01
H 0.024030 -0.341198 1.007037 -1.69 2.37 -0.43
H 1.985786 -2.446860 -0.444252 -0.08 -0.14 -0.02
C 1.147485 -2.206149 0.215947 0.41 0.18 -0.46
H 1.228903 -2.823531 1.115087 -0.01 0.16 -0.06
H 0.203786 -2.418161 -0.291855 0.02 0.03 0.05
H -1.764247 0.041717 -1.440052 -0.10 -0.04 0.11
H -1.333405 2.482621 -0.502872 0.05 -0.06 0.04
H -2.365948 -0.421955 0.009748 0.13 -0.02 0.00
C 0.751641 0.436922 -0.418359 1.93 -1.11 1.02
```
Positions in Å, forces in eV/Å.

(2)
The following is a quantum chemistry calculation of a cluster of 2 separate species, C4H10N2O in total, from OMol25.

Values from the calculation:
SMILES: CC(N)=O.C=CN
E_HOMO: -0.3023 Ha
2S+1: 1
orbital gap: 8.996 eV

XYZ file:
```
17
Properties=species:S:1:pos:R:3:forces:R:3
H -2.027150 1.184996 -1.948560 0.15 0.17 0.05
C -1.040454 1.515791 -1.641652 -0.29 -0.06 -0.09
N 1.642260 -1.352101 0.144019 0.22 0.07 -0.18
C -0.766411 1.716376 -0.352690 -0.68 -0.53 -0.20
H -0.302199 1.689791 -2.415840 0.02 -0.04 0.01
O 0.781964 -0.548166 2.066420 -0.19 -0.32 -0.50
C -0.669092 -1.856167 0.658707 -0.29 0.09 -0.23
H -0.731019 -2.020330 -0.420896 -0.03 -0.07 0.16
C 0.622579 -1.185706 1.031612 0.30 0.44 0.36
H -1.528875 1.545624 0.406627 0.03 0.03 -0.16
N 0.424493 2.131339 0.172441 1.00 -0.01 0.72
H 0.628509 1.714407 1.085299 0.00 0.30 -0.50
H -1.506011 -1.218144 0.955424 0.18 -0.18 0.06
H -0.739460 -2.817635 1.173546 -0.02 0.12 -0.02
H 2.510240 -0.873439 0.345010 -0.20 -0.12 -0.05
H 1.213266 2.060682 -0.463180 -0.19 0.06 0.22
H 1.487361 -1.687318 -0.796288 -0.01 0.06 0.33
```
Positions in Å, forces in eV/Å.

Q: Which formula does entry 2 have?
A: C4H10N2O

Q: Which of these has the highest E_HOMO?
A: number 2

Q: Which formula does entry 2 have?
A: C4H10N2O